[1]
This record from OMol25 describes a cluster of 10 separate species, C32H46Cl8F18O12 in total in a non-equilibrium geometry. The level of theory is wB97M-V/def2-TZVPD.

The spin multiplicity is 1. The calculation puts the energy relative to the best compared isomer or geometry (same formula, charge and spin) at 3.765 eV. The highest occupied orbital energy is -10.25 eV. Its SMILES is CCOC(=O)C(F)(F)F.CCOC(=O)C(F)(F)F.CCOC(=O)C(F)(F)F.CCOC(=O)C(F)(F)F.CCOC(=O)C(F)(F)F.CCOC(=O)C(F)(F)F.ClCCCl.ClCCCl.ClCCCl.ClCCCl. For the LUMO energy, the calculation gives 0.4 eV.

```
116
C32H46Cl8F18O12 (wB97M-V/def2-TZVPD)
C -3.862 -5.830 2.312
C -4.675 -4.528 1.992
O -4.491 -4.264 0.629
C -3.443 -3.540 0.226
O -2.608 -3.114 1.022
C -3.306 -3.285 -1.265
F -2.276 -2.506 -1.493
F -2.972 -4.422 -1.938
F -4.317 -2.696 -1.885
H -3.807 -5.908 3.397
H -2.834 -5.937 1.967
H -4.415 -6.655 1.862
H -4.434 -3.692 2.649
H -5.702 -4.873 2.110
C 0.064 6.394 7.375
C 0.587 5.099 6.852
O 0.309 4.821 5.573
C 0.439 3.603 4.984
O 1.070 2.617 5.409
C -0.186 3.549 3.564
F -0.672 2.308 3.277
F -1.146 4.481 3.395
F 0.751 3.805 2.605
H 0.839 7.118 7.124
H -0.226 6.358 8.426
H -0.832 6.722 6.847
H 0.216 4.331 7.531
H 1.668 5.015 6.968
C -2.169 -2.159 4.253
C -1.986 -0.932 5.143
O -2.664 -1.003 6.433
C -2.516 0.138 7.248
O -2.005 1.236 6.880
C -3.023 -0.038 8.724
F -2.379 0.681 9.607
F -4.292 0.326 8.894
F -2.807 -1.288 9.268
H -1.875 -1.855 3.249
H -3.223 -2.403 4.115
H -1.528 -2.992 4.542
H -2.582 -0.177 4.631
H -0.963 -0.556 5.123
C 3.446 -0.786 -2.713
C 4.551 0.216 -2.226
O 4.306 0.530 -0.946
C 3.832 1.694 -0.502
O 3.713 2.743 -1.168
C 3.671 1.796 0.988
F 2.877 0.752 1.388
F 4.794 1.672 1.612
F 3.152 2.949 1.426
H 2.517 -0.288 -2.992
H 3.135 -1.527 -1.977
H 3.733 -1.337 -3.609
H 4.752 1.018 -2.935
H 5.559 -0.193 -2.160
C 0.215 -2.094 -4.847
C 0.377 -2.676 -3.487
O 0.197 -4.029 -3.446
C 1.283 -4.792 -3.519
O 2.485 -4.376 -3.727
C 1.047 -6.273 -3.390
F -0.197 -6.519 -3.039
F 1.193 -6.900 -4.566
F 1.817 -6.800 -2.497
H -0.773 -2.384 -5.205
H 0.975 -2.368 -5.578
H 0.310 -1.015 -4.723
H -0.392 -2.204 -2.875
H 1.310 -2.343 -3.033
C 3.923 1.466 -8.299
C 4.216 0.857 -6.907
O 3.893 1.710 -5.776
C 2.628 2.019 -5.433
O 1.629 1.403 -5.847
C 2.467 3.037 -4.326
F 3.614 3.731 -4.124
F 1.593 4.011 -4.595
F 2.089 2.403 -3.238
H 4.205 0.878 -9.172
H 4.407 2.443 -8.329
H 2.841 1.538 -8.403
H 5.289 0.717 -6.774
H 3.790 -0.123 -6.692
Cl 0.171 -4.762 2.620
C 1.154 -3.315 2.426
C 2.241 -3.588 1.357
Cl 1.764 -3.979 -0.278
H 1.662 -3.071 3.359
H 0.523 -2.456 2.196
H 2.897 -4.387 1.702
H 2.889 -2.714 1.290
Cl 0.689 1.635 -1.094
C 0.286 -0.140 -0.838
C -0.540 -0.313 0.486
Cl -2.199 0.247 0.354
H 1.247 -0.652 -0.813
H -0.254 -0.441 -1.736
H -0.101 0.188 1.349
H -0.674 -1.375 0.693
Cl -0.581 6.541 1.019
C -1.203 6.012 -0.490
C -0.227 5.113 -1.292
Cl -0.888 4.408 -2.806
H -1.530 6.938 -0.961
H -2.103 5.457 -0.225
H -0.091 4.287 -0.594
H 0.789 5.487 -1.417
Cl -3.811 -0.650 -4.012
C -4.083 0.710 -3.027
C -4.069 2.048 -3.826
Cl -2.602 2.260 -4.879
H -3.361 0.624 -2.215
H -5.028 0.475 -2.538
H -4.243 2.967 -3.266
H -4.914 1.943 -4.508
```


[2]
This record from OMol25 describes a cluster of 2 separate species, C62H81N4 in total in a non-equilibrium geometry. The level of theory is wB97M-V/def2-TZVPD.

As for the total charge: +1. The spin multiplicity is 1. The calculation puts the energy relative to the best compared isomer or geometry (same formula, charge and spin) at 0.000 eV. The highest occupied orbital energy is -7.51 eV. For the LUMO energy, the calculation gives -4.6 eV.

```
147
C62H81N4 (wB97M-V/def2-TZVPD)
C 4.261 -1.934 -3.072
C 3.298 -3.069 -2.698
C 3.231 -4.092 -3.835
C 1.935 -2.525 -2.303
C 0.931 -2.276 -3.246
C -0.269 -1.669 -2.893
C -1.257 -1.192 -3.954
C -0.987 -1.741 -5.355
C -1.416 0.328 -3.972
C -0.557 -1.448 -1.504
C -1.876 -0.990 -1.072
N -3.073 -1.685 -1.271
C -3.351 -2.902 -2.008
C -4.233 -2.836 -3.104
C -4.971 -1.550 -3.493
C -6.388 -1.578 -2.920
C -4.943 -1.267 -4.996
C -4.488 -4.002 -3.832
C -3.882 -5.205 -3.478
C -3.047 -5.261 -2.364
C -2.811 -4.131 -1.579
C -2.039 -4.238 -0.261
C -1.411 -5.616 -0.019
C -2.878 -3.846 0.952
N -4.128 -1.018 -0.727
N -3.578 0.067 -0.127
C -4.404 1.090 0.470
C -4.820 2.172 -0.326
C -4.503 2.224 -1.828
C -3.262 3.059 -2.106
C -5.681 2.732 -2.666
C -5.504 3.221 0.285
C -5.815 3.163 1.640
C -5.471 2.040 2.389
C -4.771 0.985 1.816
C -4.471 -0.263 2.664
C -2.984 -0.589 2.800
C -5.281 -1.474 2.193
C -2.196 0.176 -0.378
C -1.460 1.248 0.091
C 0.481 -1.672 -0.540
C 0.345 -1.378 0.956
C 1.310 -0.274 1.404
C 0.555 -2.624 1.820
C 1.700 -2.195 -0.972
H 4.362 -1.208 -2.256
H 5.255 -2.335 -3.298
H 3.892 -1.402 -3.959
H 3.695 -3.564 -1.802
H 2.497 -4.876 -3.618
H 2.959 -3.602 -4.777
H 4.209 -4.566 -3.966
H 1.114 -2.529 -4.293
H -2.231 -1.600 -3.639
H -0.903 -2.835 -5.336
H -1.812 -1.491 -6.034
H -0.062 -1.319 -5.773
H -1.704 0.703 -2.980
H -0.469 0.817 -4.251
H -2.195 0.635 -4.686
H -4.444 -0.726 -3.002
H -6.332 -1.714 -1.834
H -6.912 -0.636 -3.124
H -6.962 -2.412 -3.349
H -3.910 -1.235 -5.365
H -5.491 -2.031 -5.564
H -5.397 -0.287 -5.201
H -5.171 -3.956 -4.684
H -4.078 -6.106 -4.059
H -2.590 -6.205 -2.072
H -1.215 -3.512 -0.347
H -0.779 -5.925 -0.860
H -0.781 -5.587 0.881
H -2.195 -6.369 0.141
H -3.320 -2.854 0.828
H -3.705 -4.560 1.089
H -2.269 -3.835 1.868
H -4.307 1.179 -2.118
H -2.399 2.683 -1.545
H -3.020 3.040 -3.176
H -3.431 4.100 -1.798
H -6.613 2.219 -2.403
H -5.824 3.811 -2.520
H -5.480 2.551 -3.730
H -5.786 4.083 -0.321
H -6.345 3.985 2.113
H -5.735 1.967 3.445
H -4.827 0.002 3.669
H -2.401 0.298 3.075
H -2.830 -1.359 3.569
H -2.585 -0.975 1.855
H -6.347 -1.305 2.383
H -5.165 -1.630 1.113
H -4.970 -2.379 2.726
H -1.953 1.986 0.717
H -0.445 1.356 -0.278
H -0.670 -1.014 1.125
H 1.178 0.633 0.806
H 1.136 -0.014 2.457
H 2.350 -0.613 1.295
H -0.100 -3.446 1.505
H 1.597 -2.968 1.749
H 0.330 -2.395 2.871
H 2.491 -2.364 -0.232
C 8.388 2.186 1.754
C 7.502 2.938 0.762
C 8.366 3.883 -0.085
C 6.770 1.974 -0.174
C 6.478 3.727 1.556
N 6.406 5.067 1.473
C 5.374 5.568 2.256
C 4.743 4.478 2.876
C 3.593 4.730 3.618
C 3.187 6.059 3.824
C 3.853 7.131 3.203
C 4.964 6.887 2.387
C 5.474 3.269 2.462
C 5.231 1.945 2.835
C 4.525 1.515 3.999
C 4.478 2.253 5.215
C 3.647 1.852 6.254
C 2.882 0.685 6.152
C 1.939 0.306 7.248
C 3.021 -0.121 5.014
C 3.855 0.262 3.978
H 7.793 1.543 2.412
H 9.116 1.566 1.214
H 8.937 2.902 2.380
H 7.765 4.435 -0.818
H 8.937 4.584 0.537
H 9.092 3.284 -0.649
H 6.024 2.517 -0.770
H 7.486 1.507 -0.863
H 6.255 1.180 0.374
H 7.006 5.667 0.917
H 3.017 3.899 4.022
H 2.337 6.266 4.474
H 3.502 8.154 3.350
H 5.506 7.676 1.868
H 5.601 1.160 2.182
H 5.098 3.145 5.320
H 3.570 2.461 7.156
H 1.349 -0.568 6.960
H 2.480 0.064 8.172
H 1.257 1.134 7.476
H 2.462 -1.057 4.958
H 3.983 -0.388 3.106
```


[3]
This record from OMol25 describes a cluster of 8 separate species, C8H32N16O8 in total in a non-equilibrium geometry. The level of theory is wB97M-V/def2-TZVPD.

The spin multiplicity is 1. The calculation puts the energy relative to the best compared isomer or geometry (same formula, charge and spin) at 1.213 eV. The highest occupied orbital energy is -9.25 eV. Its SMILES is NC(N)=O.NC(N)=O.NC(N)=O.NC(N)=O.NC(N)=O.NC(N)=O.NC(N)=O.NC(N)=O. For the LUMO energy, the calculation gives -0.5 eV.

```
64
C8H32N16O8 (wB97M-V/def2-TZVPD)
N -0.452 2.054 4.688
C 0.231 1.431 3.689
N -0.312 1.513 2.441
O 1.307 0.882 3.873
H -0.010 2.006 5.589
H -1.118 2.789 4.544
H -1.257 1.785 2.257
H 0.276 1.017 1.792
N 3.497 2.318 -1.605
C 3.173 1.978 -0.332
N 3.260 2.962 0.599
O 2.794 0.845 -0.030
H 3.512 1.602 -2.307
H 3.884 3.212 -1.843
H 3.271 3.934 0.350
H 2.849 2.694 1.479
N -2.608 -2.423 -3.491
C -2.882 -3.672 -3.002
N -2.000 -4.044 -2.016
O -3.748 -4.395 -3.457
H -1.894 -1.827 -3.119
H -3.249 -1.982 -4.123
H -2.200 -4.938 -1.605
H -1.544 -3.309 -1.495
N -1.207 0.269 -4.540
C -0.093 -0.500 -4.732
N 1.082 0.157 -4.312
O -0.055 -1.610 -5.197
H -1.119 1.226 -4.263
H -2.092 -0.101 -4.832
H 0.874 1.045 -3.885
H 1.843 0.094 -4.966
N 4.287 -0.239 2.437
C 5.320 0.577 2.787
N 6.203 0.013 3.690
O 5.462 1.709 2.373
H 4.269 -1.211 2.683
H 3.732 0.046 1.644
H 6.759 0.661 4.218
H 6.027 -0.876 4.122
N -2.103 -1.967 2.278
C -2.636 -1.191 3.273
N -3.240 -0.062 2.829
O -2.582 -1.516 4.450
H -2.214 -1.669 1.319
H -1.712 -2.872 2.458
H -3.264 0.317 1.894
H -3.717 0.425 3.568
N 0.893 -1.111 -1.213
C 0.019 -1.375 -0.209
N 0.556 -1.334 1.036
O -1.182 -1.606 -0.434
H 0.504 -1.128 -2.139
H 1.788 -0.662 -1.097
H 1.509 -1.025 1.106
H -0.098 -1.421 1.803
N -4.590 1.855 -1.626
C -3.703 1.058 -0.951
N -2.448 0.995 -1.473
O -4.067 0.360 -0.013
H -5.527 2.011 -1.311
H -4.225 2.372 -2.405
H -2.016 0.093 -1.297
H -2.020 1.761 -1.952
```